# 1
This record from the Open Molecules 2025 dataset describes a cluster of 2 separate species, C2H12N2Si3 in total. The level of theory is ωB97M-V with the def2-TZVPD basis set.

Computed properties:
Max |F|, hartree/bohr: 0.0961
Kohn-Sham gap, eV: 8.39
Electronic energy, eV: -28879.866

Last column: Mulliken charge in e.
CARTESIAN COORDINATES (ANGSTROEM)
C: -2.86831 2.79848 -1.72595  -0.421
C: -2.20721 1.70052 -1.61999  -0.316
N: -2.53148 -0.33676 0.02377  -0.068
N: 2.04080 -0.39475 1.14030  -0.223
Si: -2.47882 -1.92439 0.62105  0.223
Si: 3.63442 -0.37234 1.73700  0.185
Si: -1.32240 0.98016 -0.00787  -0.030
H: -3.30516 3.18802 -2.67711  0.230
H: -3.02052 3.41873 -0.86406  0.200
H: -1.91625 0.93582 -2.48521  0.217
H: -3.42175 -0.11380 -0.41952  0.309
H: 1.30270 0.00895 1.70021  0.169
H: -1.05900 -2.09947 0.74787  -0.149
H: -2.89606 -2.99222 -0.42573  -0.092
H: -3.20088 -2.13146 1.85546  -0.107
H: 4.32341 1.02133 1.90066  -0.102
H: 3.76803 -0.84390 3.16254  -0.109
H: 4.53920 -1.31408 0.99962  -0.112
H: 1.70935 -0.73100 0.16607  0.196

# 2
This record from the Open Molecules 2025 dataset describes a cluster of 2 separate species, C2H12N5 in total. The level of theory is ωB97M-V with the def2-TZVPD basis set.

Computed properties:
Total charge: +1
Max |F|, hartree/bohr: 0.0889
Kohn-Sham gap, eV: 10.36
Electronic energy, eV: -9708.616

Last column: Mulliken charge in e.
CARTESIAN COORDINATES (ANGSTROEM)
C: -0.88398 2.74051 0.47207  -0.892
C: 1.58358 -1.61069 0.79387  -0.706
N: -0.74071 -2.14711 -1.57233  -1.024
N: -0.92825 -0.73514 0.14477  -0.589
N: -0.04541 1.66620 -0.13771  -0.625
N: 1.15101 -1.48098 -0.53059  -0.315
N: -0.28897 -1.48743 -0.67670  1.237
H: -1.65928 3.02599 -0.15008  0.334
H: -1.12925 2.44832 1.50714  0.310
H: -0.26665 3.69066 0.53657  0.331
H: 1.03642 -2.48400 1.22604  0.291
H: 2.60727 -1.74759 0.85311  0.393
H: 1.34750 -0.58635 1.29717  0.213
H: -0.06140 1.70305 -1.17999  0.295
H: -1.73472 -2.21950 -1.96790  0.332
H: -0.56751 0.34713 0.15127  0.502
H: -1.89469 -0.97841 0.29819  0.269
H: 0.89103 1.91745 0.20485  0.305
H: 1.58399 -2.06212 -1.26974  0.340

# 3
This record from the Open Molecules 2025 dataset describes a cluster of 3 separate species, C2H12NO2 in total. The level of theory is ωB97M-V with the def2-TZVPD basis set.

Computed properties:
Total charge: +1
Max |F|, hartree/bohr: 0.0589
Kohn-Sham gap, eV: 12.58
Electronic energy, eV: -7846.909

Last column: Mulliken charge in e.
CARTESIAN COORDINATES (ANGSTROEM)
C: 0.57050 1.85007 -1.03782  -0.733
N: 0.55140 0.32930 -1.35900  -0.115
C: 1.76195 -0.44080 -1.70952  -0.837
H: 1.60326 2.04784 -0.74407  0.320
H: -0.12599 2.00374 -0.21845  0.278
H: 0.29745 2.30647 -1.98249  0.351
H: -0.11940 -0.22491 -0.68665  0.322
H: -0.09077 0.38778 -2.14703  0.400
H: 2.29115 0.27391 -2.37748  0.363
H: 2.59073 -0.65485 -1.02670  0.332
H: 1.40323 -1.27884 -2.31403  0.333
H: -2.42004 -1.12305 3.47189  0.312
H: -1.29081 -0.14810 3.64327  0.324
O: -1.60254 -0.84283 3.03569  -0.634
H: -0.87393 -0.96496 1.50035  0.360
H: -1.74185 -0.88503 0.21805  0.278
O: -0.84612 -0.73770 0.54081  -0.654

# 4
This record from the Open Molecules 2025 dataset describes a cluster of 4 separate species, C2H12NO3 in total. The level of theory is ωB97M-V with the def2-TZVPD basis set.

Computed properties:
Total charge: +1
Max |F|, hartree/bohr: 0.0887
Kohn-Sham gap, eV: 10.63
Electronic energy, eV: -9893.246

Last column: Mulliken charge in e.
CARTESIAN COORDINATES (ANGSTROEM)
C: -1.01528 0.83126 1.57643  -0.151
C: -2.32216 1.09219 1.44652  -0.640
N: -0.30252 0.20489 0.44370  -0.222
H: -0.49030 0.81121 2.49583  0.374
H: -3.08397 0.85176 2.29752  0.236
H: -2.66065 1.42910 0.52758  0.349
H: -0.98284 -0.30810 -0.23247  0.407
H: 0.44444 -0.39134 0.82725  0.319
H: 0.05772 0.96169 -0.12262  0.306
H: 2.55632 -1.04875 1.44404  0.343
H: 2.13187 -1.36087 -0.02505  0.365
O: 1.79634 -1.28798 0.86582  -0.690
H: 1.33577 -2.87937 -1.81438  0.347
H: 2.68547 -3.34155 -1.38306  0.343
O: 2.23081 -2.47847 -1.40052  -0.698
H: -0.65697 1.78715 -2.91398  0.295
H: -0.94671 3.04037 -1.98200  0.323
O: -0.77733 2.08682 -2.05062  -0.607

# 5
This record from the Open Molecules 2025 dataset describes a cluster of 4 separate species, C2H12NO3 in total. The level of theory is ωB97M-V with the def2-TZVPD basis set.

Computed properties:
Total charge: +1
Max |F|, hartree/bohr: 0.0474
Kohn-Sham gap, eV: 10.63
Electronic energy, eV: -9893.769

Last column: Mulliken charge in e.
CARTESIAN COORDINATES (ANGSTROEM)
C: -0.94909 -0.28804 -0.11360  -0.862
C: 1.41232 0.16660 -0.28571  -0.240
N: 0.36214 0.10026 0.45034  0.077
H: -0.91849 -0.24411 -1.20114  0.347
H: -1.22362 -1.21352 0.38602  0.318
H: -1.63883 0.42788 0.33771  0.345
H: 1.35369 0.06907 -1.35510  0.293
H: 2.27364 0.50423 0.28811  0.355
H: 0.33984 0.83816 1.14930  0.295
H: -2.75779 -0.40912 2.64365  0.313
H: -1.91756 0.32382 3.66748  0.302
O: -1.95709 0.12354 2.72540  -0.598
H: 1.17404 -3.35168 -1.26958  0.322
H: 2.21505 -2.89649 -0.30474  0.331
O: 1.75679 -2.59997 -1.10156  -0.623
H: 0.06759 3.33530 -1.35039  0.307
H: -0.34853 2.71933 -2.65815  0.322
O: -0.31141 2.52393 -1.70969  -0.605

# 6
This record from the Open Molecules 2025 dataset describes a cluster of 4 separate species, C2H12NO4 in total. The level of theory is ωB97M-V with the def2-TZVPD basis set.

Computed properties:
Multiplicity: 2
Max |F|, hartree/bohr: 0.0503
Kohn-Sham gap (spin up / spin down), eV: 3.67 / 7.37
Electronic energy, eV: -11945.280

Last column: Mulliken charge in e.
CARTESIAN COORDINATES (ANGSTROEM)
O: -1.64036 1.40303 -0.16283  -0.754
C: -1.58849 0.22419 -0.69879  -0.373
C: -0.24873 -0.39599 -0.91002  -0.298
N: 0.69646 0.39225 -0.12558  -0.227
H: -2.42428 -0.44941 -0.93167  0.323
H: -0.34992 -1.40813 -0.55789  0.120
H: 0.13245 -0.56712 -1.92306  0.326
H: 0.16535 0.76615 0.66241  0.353
H: 1.54292 -0.14205 0.14177  0.227
H: 0.95927 1.20124 -0.60143  0.381
H: 0.33161 3.32087 0.33744  0.339
H: 1.70740 3.55770 0.34483  0.299
O: 1.13523 2.92064 0.70886  -0.658
H: 3.93672 -1.43545 -0.47111  0.310
H: 3.14688 -2.43312 0.25098  0.303
O: 3.07677 -1.51208 0.03176  -0.658
H: -2.08164 -2.94439 1.64707  0.298
H: -2.06715 -3.07039 0.14065  0.316
O: -2.28900 -2.42534 0.83647  -0.627

# 7
This record from the Open Molecules 2025 dataset describes a cluster of 2 separate species, C2H12O2Si3 in total. The level of theory is ωB97M-V with the def2-TZVPD basis set.

Computed properties:
Max |F|, hartree/bohr: 0.0787
Kohn-Sham gap, eV: 7.75
Electronic energy, eV: -29990.879

Last column: Mulliken charge in e.
CARTESIAN COORDINATES (ANGSTROEM)
C: -1.75298 1.44998 -1.55834  -1.154
C: -2.01002 0.22242 1.44463  -0.989
O: 0.23944 -1.64997 -0.11225  -0.335
O: -0.12796 -0.42805 -0.76136  -0.105
Si: 3.79034 -0.05254 -0.47602  0.278
Si: -1.65972 -0.06224 -0.39336  0.500
Si: 2.06762 0.38811 1.08244  0.145
H: -2.78273 1.81106 -1.72070  0.326
H: -1.31658 2.29562 -1.22869  0.423
H: -1.24535 1.19972 -2.48511  0.281
H: -2.70912 0.93593 1.70023  0.433
H: -2.33539 -0.54902 2.09222  0.358
H: -1.00848 0.41266 1.77124  0.135
H: 0.82810 -2.22156 -0.67430  0.309
H: 5.05193 -0.26238 0.27294  -0.141
H: 4.32648 1.19303 -1.22268  -0.089
H: 3.77860 -1.35760 -1.25379  -0.137
H: -2.62572 -0.78445 -1.24769  -0.180
H: 2.03960 1.78569 0.30640  -0.058

# 8
This record from the Open Molecules 2025 dataset describes a cluster of 4 separate species, C2H12O3S in total. The level of theory is ωB97M-V with the def2-TZVPD basis set.

Computed properties:
SMILES: CSC.O.O.O
Max |F|, hartree/bohr: 0.0121
Kohn-Sham gap, eV: 9.47
Electronic energy, eV: -19246.249

Last column: Mulliken charge in e.
CARTESIAN COORDINATES (ANGSTROEM)
C: 0.62974 -1.73268 -0.35901  -0.851
S: 0.68494 -1.50000 1.43785  -0.083
C: 1.92904 -0.19139 1.62689  -0.824
H: 0.66880 -2.80201 -0.53143  0.318
H: -0.28042 -1.37178 -0.82033  0.289
H: 1.42170 -1.20070 -0.85791  0.289
H: 2.28821 -0.25698 2.65260  0.305
H: 1.45813 0.77237 1.44245  0.281
H: 2.75124 -0.27428 0.91233  0.309
H: 1.15993 1.04387 -0.94897  0.277
H: 0.39370 2.16422 -1.54338  0.327
O: 1.28463 1.79378 -1.53447  -0.633
H: -1.87807 -1.26413 0.85637  0.308
H: -3.03336 -0.57508 1.58376  0.303
O: -2.65358 -0.71239 0.70753  -0.598
H: -2.63806 2.69752 -1.74616  0.301
H: -2.29584 1.30789 -1.25526  0.314
O: -1.89073 2.10179 -1.62287  -0.631

# 9
This record from the Open Molecules 2025 dataset describes a cluster of 4 separate species, C2H12O3S in total. The level of theory is ωB97M-V with the def2-TZVPD basis set.

Computed properties:
Multiplicity: 2
Total charge: +1
Max |F|, hartree/bohr: 0.0986
Kohn-Sham gap (spin up / spin down), eV: 8.63 / 5.62
Electronic energy, eV: -19234.422

Last column: Mulliken charge in e.
CARTESIAN COORDINATES (ANGSTROEM)
C: -0.27555 -2.32428 1.28928  -0.771
S: 0.11731 -0.31504 0.73758  0.217
C: 0.88716 -1.42873 -0.99996  -1.183
H: -1.13365 -2.46527 0.67640  0.406
H: 0.67125 -2.81140 1.07893  0.377
H: -0.44823 -2.20367 2.31903  0.374
H: 1.40601 -0.64745 -1.46821  0.430
H: -0.02845 -1.86249 -1.37790  0.610
H: 1.46186 -2.21597 -0.65200  0.416
H: -0.71107 1.15819 -2.31089  0.388
H: -0.37349 -0.06651 -1.43959  0.276
O: -0.75240 0.18432 -2.31464  -0.558
H: 0.08448 1.63705 1.59829  0.212
H: -1.11103 2.29361 2.20815  0.366
O: -0.19967 2.50111 1.95593  -0.591
H: -0.28205 3.33973 0.00440  0.423
H: 0.57480 2.21873 -0.48766  0.222
O: 0.11271 3.00807 -0.81715  -0.613

# 10
This record from the Open Molecules 2025 dataset describes a cluster of 4 separate species, C2H12O3S2 in total. The level of theory is ωB97M-V with the def2-TZVPD basis set.

Computed properties:
Multiplicity: 2
Total charge: -1
Max |F|, hartree/bohr: 0.0925
Kohn-Sham gap (spin up / spin down), eV: 2.62 / 5.97
Electronic energy, eV: -30079.608

Last column: Mulliken charge in e.
CARTESIAN COORDINATES (ANGSTROEM)
C: 0.17171 -1.01285 -2.84011  -0.973
C: 0.32179 -0.02155 -1.54513  -0.216
S: -0.49957 1.60357 -1.95528  -0.398
S: 0.94022 2.91508 -1.15257  -0.438
H: -0.82157 -0.76165 -3.18341  0.264
H: 1.11409 -0.82319 -3.46467  0.251
H: 0.27885 -2.16431 -2.57786  0.300
H: -0.43688 -0.37305 -0.71833  -0.027
H: 1.38049 0.01520 -1.09944  0.327
H: 0.30344 4.03510 -0.97869  -0.002
H: 2.26887 -0.11933 1.62793  0.324
H: 1.64474 -0.52965 2.92983  0.338
O: 2.06771 0.31775 2.56988  -0.659
H: -2.06190 0.58972 1.44832  0.314
H: -2.46287 0.62868 -0.15426  0.294
O: -2.76970 0.52987 0.80038  -0.652
H: -0.52272 -1.37806 2.71707  0.322
H: -0.82901 -1.96596 3.96033  0.324
O: -0.08767 -1.48535 3.61600  -0.694

# 11
This record from the Open Molecules 2025 dataset describes a cluster of 4 separate species, C2H12O3S2 in total. The level of theory is ωB97M-V with the def2-TZVPD basis set.

Computed properties:
SMILES: CCSS.O.O.O
Max |F|, hartree/bohr: 0.0166
Kohn-Sham gap, eV: 8.97
Electronic energy, eV: -30081.338

Last column: Mulliken charge in e.
CARTESIAN COORDINATES (ANGSTROEM)
C: -3.29101 -0.69709 0.13719  -0.959
C: -3.06461 0.59902 -0.60364  -0.482
S: -2.52417 1.94986 0.48581  -0.086
S: -0.53480 1.35891 0.65933  -0.163
H: -3.72162 -1.47813 -0.48658  0.325
H: -3.93937 -0.56228 1.00566  0.309
H: -2.38108 -1.12376 0.51819  0.297
H: -3.96681 0.92739 -1.08677  0.324
H: -2.34078 0.47407 -1.41100  0.303
H: -0.45455 1.60562 1.97418  0.141
H: 2.19703 2.77010 2.14939  0.290
H: 2.45762 4.02110 1.39970  0.319
O: 2.91442 3.20960 1.67246  -0.611
H: 3.13445 1.31172 -0.94240  0.326
H: 1.97452 0.43233 -1.17380  0.292
O: 2.82602 0.42388 -0.71642  -0.626
H: 4.22739 -5.42208 -0.94162  0.320
H: 2.98864 -4.56022 -1.09183  0.321
O: 3.49871 -5.24003 -1.54785  -0.641

# 12
This record from the Open Molecules 2025 dataset describes a cluster of 5 separate species, C2H12O5 in total. The level of theory is ωB97M-V with the def2-TZVPD basis set.

Computed properties:
Multiplicity: 2
Total charge: -1
Max |F|, hartree/bohr: 0.0347
Kohn-Sham gap (spin up / spin down), eV: 2.84 / 9.63
Electronic energy, eV: -12504.716

Last column: Mulliken charge in e.
CARTESIAN COORDINATES (ANGSTROEM)
C: 2.93420 1.12688 1.67933  -0.540
C: 1.65652 1.00830 1.37571  -1.452
O: 1.10533 0.43790 0.26160  -0.344
H: 3.17368 1.61059 2.61178  0.258
H: 3.68368 0.79698 0.97637  0.300
H: 0.88841 1.11605 2.14392  0.322
H: 0.18038 0.75126 0.24828  0.247
H: -1.46202 -1.61738 1.60602  0.315
H: -1.49421 -2.25003 2.94656  0.369
O: -2.09251 -2.02834 2.21880  -0.978
H: -2.56301 0.22071 0.31124  -0.181
H: -1.99671 1.50698 -0.31208  0.144
O: -1.72781 0.68456 0.12888  0.443
H: -1.23618 -1.06850 -2.36747  0.298
H: -1.95917 -1.16229 -3.71765  0.309
O: -2.10238 -1.24447 -2.77127  -0.743
H: 1.29087 0.15670 -3.16935  0.275
H: 1.04961 0.12680 -1.66270  0.425
O: 0.67131 -0.17270 -2.50798  -0.464

Across the entries above, ΔE to the lowest compared entry with this formula, charge and spin takes the values 23.0; 131.2; 28.5; 50.7; 38.6; 18.8; 114.9; 11.3; 80.8; 51.2; 20.6; 19.5 kcal/mol, respectively.